Record 1
Computed, not measured: a cluster of 17 separate species, C94H227N13O8S4 in total in a non-equilibrium geometry, with ωB97M-V with the def2-TZVPD basis set.

Last column: Löwdin charge in e.
Geometry (Å):
C: 18.7642 14.6033 14.0617  -0.083
C: 18.4151 14.5377 15.5367  -0.239
N: 19.4805 15.0012 16.4479  -0.156
C: 19.1383 15.1033 17.8219  -0.279
C: 18.1196 16.2233 18.0912  -0.052
C: 20.7088 14.2074 16.2387  -0.241
C: 20.6513 12.7474 16.6203  -0.066
H: 19.4942 13.8919 13.7676  0.043
H: 19.1490 15.5771 13.7702  0.056
H: 17.8712 14.3066 13.4397  0.102
H: 17.5699 15.2118 15.6356  0.095
H: 18.0372 13.5409 15.7413  0.110
H: 18.7208 14.1604 18.2256  0.111
H: 20.0409 15.3426 18.3715  0.098
H: 17.1216 15.9766 17.7028  0.074
H: 17.9720 16.4006 19.1499  0.045
H: 18.4889 17.1188 17.6121  0.049
H: 21.4981 14.6843 16.8235  0.097
H: 20.9908 14.2734 15.2189  0.057
H: 21.6555 12.3592 16.3922  0.054
H: 19.9174 12.1934 16.0314  0.080
H: 20.3788 12.6054 17.6831  0.064
C: 21.1855 18.9952 26.0530  -0.089
C: 21.9399 20.1746 25.3984  -0.263
N: 23.0798 20.5532 26.2150  -0.208
C: 23.6264 21.8229 25.8208  -0.261
C: 22.6215 22.9743 26.1139  -0.089
C: 24.0844 19.5084 26.3507  -0.234
C: 24.5305 18.9041 25.0172  -0.070
H: 21.8333 18.0586 26.0987  0.065
H: 20.3102 18.6864 25.4106  0.062
H: 20.7890 19.2820 27.0508  0.089
H: 22.1417 19.9589 24.3160  0.106
H: 21.2747 21.0434 25.3483  0.091
H: 24.5404 21.9989 26.4348  0.124
H: 23.9091 21.8066 24.7810  0.096
H: 21.9403 23.2096 25.2762  0.061
H: 22.0443 22.6729 26.9944  0.078
H: 23.1240 23.9525 26.2015  0.068
H: 23.6847 18.7136 27.0193  0.115
H: 24.9458 19.8731 26.8646  0.099
H: 23.7606 18.3586 24.5201  0.037
H: 25.3941 18.3052 25.2517  0.050
H: 24.8247 19.7010 24.3356  0.078
C: 24.9905 22.2801 20.3498  -0.066
C: 26.3310 22.6252 19.7331  -0.252
N: 27.4346 21.6836 19.7771  -0.166
C: 27.7774 21.2414 21.1378  -0.264
C: 28.1670 22.4283 21.9363  -0.110
C: 27.2467 20.4922 18.9556  -0.262
C: 28.5525 19.8494 18.5336  -0.084
H: 24.2682 23.0790 20.2645  0.068
H: 25.0339 21.9410 21.3869  0.070
H: 24.5975 21.4424 19.7890  0.039
H: 26.2639 22.8998 18.6839  0.111
H: 26.6635 23.5173 20.2496  0.094
H: 26.9362 20.7519 21.6707  0.105
H: 28.6217 20.5661 21.0442  0.112
H: 28.9286 23.0172 21.4231  0.086
H: 27.3952 23.1345 22.2024  0.062
H: 28.5488 22.1539 22.9202  0.075
H: 26.7622 20.8619 18.0597  0.073
H: 26.5337 19.7422 19.3528  0.104
H: 28.4170 19.2947 17.5893  0.058
H: 28.9833 19.0640 19.1617  0.054
H: 29.3629 20.5998 18.4629  0.093
C: 23.3336 13.5769 24.7206  -0.060
C: 23.2417 15.0988 25.0180  -0.234
N: 21.9329 15.6879 24.9010  -0.175
C: 21.5016 15.7947 23.4897  -0.233
C: 21.9725 17.0331 22.7453  -0.065
C: 20.9774 15.0552 25.7163  -0.292
C: 19.8064 15.9452 26.0921  -0.075
H: 24.3889 13.2541 24.7239  0.071
H: 22.8654 13.2418 23.7748  0.050
H: 22.7894 13.0213 25.4544  0.052
H: 23.6696 15.3010 25.9799  0.106
H: 23.8806 15.6078 24.2714  0.098
H: 20.4266 15.7857 23.4224  0.067
H: 21.7897 14.9051 22.8812  0.081
H: 21.5700 17.0654 21.7098  0.077
H: 23.0275 17.0917 22.5704  0.031
H: 21.6784 17.9589 23.3114  0.069
H: 20.6080 14.0533 25.3402  0.125
H: 21.5058 14.8999 26.6885  0.133
H: 18.9946 15.4342 26.5944  0.075
H: 20.2390 16.7097 26.7165  0.049
H: 19.3314 16.3761 25.2211  0.053
C: 22.0044 19.1552 13.4011  -0.074
C: 20.6547 18.5659 13.1493  -0.249
N: 19.5532 19.5450 13.1491  -0.182
C: 18.2250 18.9208 13.2275  -0.234
C: 17.9117 18.2536 14.6142  -0.065
C: 19.5319 20.5631 12.1111  -0.253
C: 19.4167 20.0225 10.6558  -0.059
H: 22.0464 19.6709 14.3634  0.050
H: 22.2579 19.9523 12.6745  0.072
H: 22.8842 18.5368 13.3081  0.069
H: 20.6107 17.9967 12.2203  0.101
H: 20.4131 17.8022 13.9193  0.092
H: 17.4558 19.6829 13.0297  0.115
H: 18.1005 18.1352 12.4759  0.105
H: 17.4777 18.9571 15.3091  0.042
H: 17.1118 17.5517 14.3697  0.072
H: 18.7443 17.7204 15.0146  0.035
H: 20.4323 21.1794 12.1765  0.105
H: 18.7248 21.2206 12.3943  0.084
H: 19.4416 20.8478 9.9332  0.075
H: 18.4534 19.5492 10.5904  0.057
H: 20.2496 19.3643 10.4428  0.057
C: 10.9237 17.5883 18.9291  -0.111
C: 11.9546 18.3496 18.2047  -0.279
N: 12.9505 18.9808 19.1371  -0.160
C: 13.8820 17.9794 19.7334  -0.242
C: 14.7930 18.5715 20.8218  -0.099
C: 13.6187 20.0849 18.4572  -0.255
C: 14.7029 19.7720 17.3512  -0.078
H: 10.3839 18.2091 19.6682  0.090
H: 11.4117 16.7576 19.4217  0.059
H: 10.1716 17.1611 18.2618  0.077
H: 12.3910 17.6738 17.5012  0.100
H: 11.4949 19.1480 17.6245  0.111
H: 13.3525 17.1778 20.1917  0.085
H: 14.6139 17.4734 18.9662  0.135
H: 15.5238 17.8219 21.0613  0.038
H: 15.3774 19.4611 20.4863  0.061
H: 14.2424 18.8810 21.7621  0.098
H: 14.1371 20.7521 19.1726  0.101
H: 12.8092 20.7368 18.0205  0.116
H: 15.6362 19.5323 17.8557  0.045
H: 14.8484 20.6030 16.6798  0.058
H: 14.4471 18.8787 16.7720  0.063
C: 24.1459 17.6528 9.9829  -0.081
C: 24.3588 16.1343 10.0254  -0.206
N: 23.9962 15.4980 11.3783  -0.179
C: 22.6972 15.8264 11.8299  -0.281
C: 22.2723 15.3428 13.2294  -0.077
C: 24.1803 14.0581 11.1500  -0.256
C: 25.6414 13.5811 11.1038  -0.070
H: 24.8012 17.9770 9.1294  0.094
H: 24.5536 18.1533 10.8580  0.049
H: 23.1201 17.9292 9.8995  0.050
H: 23.8258 15.6254 9.2299  0.107
H: 25.3928 15.8850 9.8835  0.087
H: 22.5795 16.9270 11.8145  0.081
H: 21.9245 15.3585 11.1511  0.133
H: 23.1040 15.5263 13.8981  0.060
H: 21.4688 15.9782 13.5903  0.037
H: 21.9388 14.2975 13.3353  0.066
H: 23.5254 13.8256 10.2934  0.113
H: 23.6917 13.5752 11.9979  0.092
H: 26.3211 13.9960 10.3603  0.052
H: 25.6752 12.4742 10.9139  0.087
H: 26.0894 13.8260 12.0903  0.056
C: 22.5354 10.0429 15.0814  -0.100
C: 23.6257 11.0124 14.5862  -0.243
N: 24.8087 11.1440 15.4865  -0.150
C: 25.7465 12.1373 14.9603  -0.270
C: 25.3107 13.5227 15.1685  -0.085
C: 25.4642 9.8159 15.6763  -0.251
C: 26.5352 9.8140 16.7244  -0.092
H: 21.6104 10.2095 14.4653  0.089
H: 22.2267 10.3200 16.1092  0.061
H: 22.7732 8.9986 15.1701  0.051
H: 23.9291 10.7167 13.5339  0.130
H: 23.1814 12.0116 14.4903  0.081
H: 25.9302 11.9342 13.8940  0.116
H: 26.7687 11.9766 15.3353  0.106
H: 24.2331 13.5541 14.9506  0.056
H: 25.7572 14.1958 14.4656  0.061
H: 25.4353 13.8811 16.2019  0.068
H: 24.6208 9.1870 15.9523  0.093
H: 25.9304 9.3464 14.8272  0.111
H: 27.4896 10.2419 16.3797  0.073
H: 26.1808 10.3453 17.6095  0.053
H: 26.8037 8.8247 17.1037  0.077
C: 26.7107 17.7336 21.7379  -0.077
C: 25.9365 16.6194 22.4447  -0.211
N: 26.7670 15.4643 22.9545  -0.151
C: 27.5614 15.8581 24.1223  -0.271
C: 26.7932 15.6468 25.3993  -0.097
C: 27.5889 14.8210 21.9175  -0.273
C: 27.8773 13.3857 22.3367  -0.084
H: 26.1362 18.5944 21.3902  0.055
H: 27.2118 17.3048 20.9007  0.044
H: 27.5574 18.1509 22.2873  0.069
H: 25.3582 17.0341 23.2896  0.080
H: 25.2195 16.2608 21.7219  0.068
H: 28.4897 15.2174 24.1468  0.119
H: 27.9129 16.9153 24.1205  0.114
H: 25.9003 16.3430 25.4519  0.052
H: 26.3625 14.6491 25.4199  0.057
H: 27.4244 15.7799 26.3202  0.090
H: 28.5128 15.3252 21.6057  0.116
H: 27.0385 14.7355 20.9944  0.073
H: 27.0071 12.7410 22.5029  0.066
H: 28.5713 13.2675 23.1746  0.066
H: 28.4654 12.9288 21.5061  0.074
C: 16.1696 11.2221 22.4381  -0.109
C: 17.1733 12.1975 21.9190  -0.281
N: 18.5351 12.0784 22.4810  -0.159
C: 19.2397 13.3743 22.4770  -0.212
C: 19.6005 13.9821 21.0684  -0.054
C: 19.3159 11.0696 21.7878  -0.271
C: 20.6837 10.8744 22.3795  -0.092
H: 15.1174 11.4279 22.2941  0.063
H: 16.3301 11.2404 23.5394  0.091
H: 16.1664 10.2125 21.9870  0.073
H: 17.1069 12.1583 20.8253  0.117
H: 16.8229 13.1425 22.2311  0.097
H: 18.7292 14.1385 23.0538  0.108
H: 20.1890 13.1722 22.9602  0.072
H: 18.7168 14.2902 20.5505  0.047
H: 20.1441 14.8935 21.3285  0.059
H: 20.2218 13.3362 20.4595  0.037
H: 19.5189 11.3024 20.7401  0.102
H: 18.6820 10.1519 21.7906  0.128
H: 21.4018 11.5383 21.9167  0.028
H: 20.9734 9.8464 22.1077  0.084
H: 20.7874 10.9216 23.4832  0.096
C: 21.3906 20.3419 20.9944  -0.051
C: 20.0556 20.7198 21.6772  -0.212
N: 19.4120 19.5916 22.3928  -0.177
C: 18.5498 20.0965 23.4711  -0.236
C: 17.2548 20.8767 23.1671  -0.062
C: 18.6349 18.7947 21.5022  -0.286
C: 18.1176 17.5306 22.1640  -0.073
H: 21.8866 21.1498 20.5048  0.044
H: 21.2910 19.6166 20.1870  0.048
H: 22.0696 19.9071 21.7318  0.066
H: 20.1830 21.4983 22.4301  0.113
H: 19.3699 21.0654 20.9326  0.078
H: 18.3500 19.1681 24.0171  0.101
H: 19.2170 20.7403 24.0116  0.088
H: 16.3749 20.3442 22.8440  0.047
H: 17.0641 21.3953 24.0795  0.062
H: 17.3199 21.6543 22.3954  0.077
H: 19.2711 18.5424 20.6761  0.090
H: 17.7770 19.3518 21.0389  0.113
H: 17.2263 17.6850 22.7289  0.055
H: 18.8872 17.1779 22.8296  0.050
H: 17.8185 16.7646 21.3907  0.074
C: 18.0542 22.3331 14.8341  -0.092
C: 18.2895 22.6305 16.2581  -0.268
N: 19.6592 22.4045 16.7791  -0.191
C: 20.0810 21.0675 16.5870  -0.226
C: 19.2453 19.9683 17.4081  -0.058
C: 19.9029 23.0280 18.1022  -0.209
C: 21.4128 23.2577 18.3335  -0.084
H: 18.1031 21.2496 14.6296  0.050
H: 18.8193 22.7841 14.1934  0.084
H: 17.1189 22.7837 14.4931  0.084
H: 18.0028 23.6484 16.5031  0.110
H: 17.6097 22.0347 16.8438  0.093
H: 21.0833 20.9421 17.0060  0.085
H: 20.1770 20.7424 15.5684  0.089
H: 19.7294 19.0277 17.1042  0.043
H: 18.1762 19.8943 17.0907  0.042
H: 19.1860 19.9282 18.5368  0.063
H: 19.4195 24.0150 18.0459  0.110
H: 19.4075 22.3440 18.8834  0.118
H: 21.5569 23.7947 19.2705  0.069
H: 21.9974 22.3639 18.3542  0.022
H: 21.8154 23.8974 17.5363  0.082
C: 27.9538 21.1246 15.1681  -0.082
C: 26.9523 21.8179 14.2697  -0.288
N: 25.6112 21.3333 14.3949  -0.195
C: 24.7346 21.8681 13.3728  -0.275
C: 25.0351 21.5443 11.9242  -0.080
C: 25.0892 21.7156 15.6970  -0.236
C: 23.6580 21.2997 16.1309  -0.080
H: 27.7693 20.0217 15.1331  0.090
H: 27.8527 21.4315 16.1909  0.038
H: 28.9908 21.3418 14.8905  0.085
H: 26.9693 22.9458 14.2819  0.138
H: 27.3321 21.5194 13.2928  0.091
H: 23.7924 21.3688 13.6202  0.085
H: 24.6257 22.9798 13.5498  0.137
H: 25.1906 20.4271 11.8868  0.076
H: 24.1811 21.7499 11.2928  0.068
H: 25.9358 22.0089 11.5498  0.062
H: 25.2090 22.8271 15.8598  0.134
H: 25.7288 21.2061 16.4282  0.079
H: 22.8708 21.9350 15.7186  0.072
H: 23.5715 21.2165 17.2403  0.055
H: 23.4070 20.3162 15.8003  0.029
C: 22.6040 12.5812 19.6250  -0.189
C: 23.0475 13.5305 20.7669  -0.206
C: 24.5334 13.2416 21.1544  -0.182
S: 25.1805 13.0346 19.5074  0.626
O: 26.3306 12.2117 19.4361  -0.299
O: 25.2775 14.3613 18.9588  -0.316
C: 23.8080 12.2818 18.6833  -0.201
H: 21.6835 12.8981 19.1042  0.072
H: 22.3401 11.6118 20.1011  0.107
H: 22.4148 13.5504 21.6504  0.059
H: 23.0325 14.5778 20.4160  0.110
H: 24.6824 12.4025 21.7847  0.098
H: 25.0025 14.1229 21.5708  0.075
H: 24.0328 11.2138 18.6680  0.099
H: 23.7128 12.6323 17.6333  0.095
C: 27.9419 18.4229 12.2416  -0.218
C: 29.3832 18.3749 12.7104  -0.198
C: 29.8665 16.9036 12.7219  -0.215
S: 28.4128 15.9621 12.4593  0.655
O: 28.3526 14.8761 13.4186  -0.333
O: 28.3041 15.6564 11.0385  -0.321
C: 27.2056 17.1994 12.7923  -0.209
H: 27.8625 18.3613 11.1044  0.142
H: 27.4558 19.3176 12.6012  0.080
H: 29.4566 18.7294 13.7136  0.088
H: 30.1320 18.9243 12.0881  0.132
H: 30.3536 16.7766 13.6982  0.107
H: 30.4506 16.6208 11.8574  0.100
H: 27.0966 17.1567 13.8770  0.089
H: 26.2812 16.9073 12.2734  0.096
C: 22.6972 17.3004 16.7044  -0.235
C: 24.0642 16.6799 16.5273  -0.177
C: 24.9214 17.2941 17.6954  -0.217
S: 23.8224 17.9582 18.8614  0.676
O: 23.8494 19.4074 18.7030  -0.323
O: 24.0588 17.5205 20.2390  -0.324
C: 22.3709 17.2394 18.1873  -0.215
H: 22.0220 16.7125 16.0332  0.111
H: 22.7093 18.2974 16.3373  0.080
H: 24.4437 16.9293 15.4990  0.132
H: 24.0471 15.6046 16.6462  0.085
H: 25.4973 18.1378 17.3258  0.104
H: 25.6141 16.5414 18.0303  0.061
H: 21.4281 17.7007 18.4623  0.098
H: 22.3339 16.1919 18.5161  0.100
C: 29.3550 13.5645 17.5513  -0.215
C: 29.5851 14.6475 18.6067  -0.199
C: 28.4274 15.6552 18.4264  -0.226
S: 28.5409 15.9272 16.6946  0.651
O: 29.5694 16.8935 16.4493  -0.309
O: 27.2424 16.1835 16.1287  -0.327
C: 29.1024 14.2419 16.2516  -0.208
H: 28.4654 12.9800 17.7892  0.109
H: 30.2413 12.9488 17.5091  0.117
H: 30.6179 15.0386 18.5774  0.128
H: 29.4760 14.1931 19.6300  0.110
H: 28.5887 16.5858 18.9461  0.089
H: 27.4662 15.2009 18.6806  0.079
H: 30.0094 14.4106 15.6777  0.106
H: 28.3880 13.8470 15.5541  0.066

Calculated values
orbital gap: 0.3048 Ha
calculated total energy: -180245.64021 eV
charge: 0
HOMO: -7.9 eV



Record 2
Computed, not measured: the ion C6H18BN2OS with charge +1, with ωB97M-V with the def2-TZVPD basis set.

Last column: natural (NBO) charge in e.
Geometry (Å):
C: 1.4057 -1.9703 0.9064  -0.638
C: 0.7367 -1.7626 -0.4584  -0.438
C: 0.8190 -0.3614 -1.0596  -0.256
C: 0.3850 -0.3494 -2.5300  -0.631
S: -0.1832 0.9418 -0.1693  0.491
C: -1.1283 0.1972 1.2034  -0.503
C: -2.5993 0.1336 0.8072  -0.243
N: -2.7272 -0.5192 -0.4911  -0.867
B: 1.1309 2.0113 0.7807  0.891
N: 1.0643 3.3482 0.4507  -1.033
O: 1.8529 1.4309 1.7683  -0.908
H: 0.7298 -2.4050 1.6427  0.223
H: 1.7708 -1.0341 1.3294  0.211
H: 2.2542 -2.6471 0.8225  0.237
H: 1.2378 -2.3826 -1.2064  0.241
H: -0.3092 -2.0780 -0.4804  0.232
H: 1.8417 0.0082 -0.9587  0.225
H: -0.2477 0.4978 -2.7887  0.227
H: -0.1729 -1.2563 -2.7608  0.234
H: 1.2624 -0.3160 -3.1752  0.237
H: -0.9323 0.7920 2.0956  0.252
H: -0.7266 -0.7973 1.3575  0.249
H: -3.0996 -0.4545 1.5793  0.222
H: -3.0475 1.1281 0.8360  0.202
H: -3.3857 -1.2859 -0.4698  0.388
H: -3.0435 0.1188 -1.2095  0.378
H: 0.5735 3.7089 -0.3520  0.422
H: 1.7395 4.0015 0.8239  0.422
H: 2.7989 1.3013 1.7062  0.533

Calculated values
orbital gap: 0.3874 Ha
calculated total energy: -23049.71489 eV
charge: +1
HOMO: -13.3 eV